The following is a quantum chemistry calculation of a structure of composition C4H13O3S at a distorted geometry, from OMol25.

Structure (XYZ):
```
21
Properties=species:S:1:pos:R:3
C 2.141 -0.809 0.086
O 3.238 -0.440 0.298
C 0.998 -0.732 1.112
C -0.211 -1.249 0.402
C -1.497 -0.693 1.205
S -2.984 -1.743 0.829
H 1.700 -1.092 -0.817
H 2.903 2.326 -0.681
H 1.475 -1.185 2.065
H 0.903 0.368 1.310
H -0.403 -0.860 -0.634
H -0.194 -2.327 0.365
H -1.670 0.333 0.852
H -1.290 -0.718 2.253
H -2.891 -1.534 -0.499
H -1.033 1.780 -1.359
H -2.283 1.805 -0.283
O -2.001 2.219 -1.033
H 3.107 1.850 -1.217
H -0.003 1.525 -2.569
O -0.005 1.176 -1.683
```

Highest occupied orbital energy in eV: -4.1
Kohn-Sham gap in eV: 7.159
Multiplicity: 1
Net charge: -1

Löwdin atomic charge list, values in e, 4 entries: atom 1 (C): -0.317, atom 2 (O): 0.025, atom 3 (C): -0.189, atom 4 (C): -0.293

The following is a quantum chemistry calculation of a structure of composition C8H5BrClF3 at a distorted geometry, from OMol25.

Structure (XYZ):
```
18
Properties=species:S:1:pos:R:3
C -0.740 -0.840 0.378
C -0.770 0.481 0.699
C 0.405 -1.398 -0.153
C 0.366 1.253 0.463
C 1.385 -0.552 -0.649
C 1.489 0.744 -0.210
C 2.566 1.556 -0.400
C 2.072 3.351 -1.218
F 3.378 0.935 -1.259
F 3.195 3.889 -1.590
F 1.458 4.072 -0.282
Cl 3.322 2.154 1.022
Br 0.749 3.192 -2.737
H -1.499 -1.507 0.420
H -1.667 0.952 1.119
H 0.353 -2.460 -0.298
H 0.298 2.359 0.454
H 2.222 -0.876 -1.215
```

Highest occupied orbital energy in eV: -9.3
Kohn-Sham gap in eV: 9.321
Multiplicity: 1

Löwdin atomic charge list, values in e, 4 entries: atom 1 (C): -0.086, atom 2 (C): -0.059, atom 3 (C): -0.043, atom 4 (C): -0.029

The following is a quantum chemistry calculation of the molecule C8H12 at a distorted geometry, from OMol25.

Structure (XYZ):
```
20
Properties=species:S:1:pos:R:3
C 3.104 0.368 -0.392
C 2.001 -0.079 0.283
C 0.812 -0.507 -0.425
C -0.392 -1.264 -0.108
C -0.851 -2.500 0.132
C -0.812 0.152 -0.042
C -0.991 0.736 1.300
C -1.535 0.782 -1.161
H 3.928 0.579 0.277
H 3.303 0.288 -1.379
H 1.957 0.111 1.350
H 0.951 -0.253 -1.435
H -1.876 -2.616 0.456
H -0.164 -3.341 0.054
H -0.952 1.882 1.332
H -0.174 0.245 1.847
H -1.852 0.388 1.715
H -1.322 0.177 -2.247
H -1.122 1.764 -1.218
H -2.609 0.928 -1.056
```

Highest occupied orbital energy in eV: -8.1
Kohn-Sham gap in eV: 9.069
SMILES: C=C[C@H]1C(=C)C1(C)C
Multiplicity: 1

Löwdin atomic charge list, values in e, 4 entries: atom 1 (C): 0.024, atom 2 (C): -0.143, atom 3 (C): -0.118, atom 4 (C): -0.269

The following is a quantum chemistry calculation of a structure of composition C2H2CdO4 at a distorted geometry, from OMol25.

Structure (XYZ):
```
9
Properties=species:S:1:pos:R:3
O 1.826 -1.436 -0.135
C 0.842 -0.956 -0.735
O 0.762 0.374 -0.798
O -0.248 -1.633 -0.726
C -0.242 1.118 0.277
O -1.466 0.653 0.441
Cd -1.560 -1.291 0.719
H 0.368 1.079 1.204
H -0.282 2.091 -0.248
```

Highest occupied orbital energy (alpha / beta) in eV: -3.1 / -4.5
Kohn-Sham gap (alpha / beta) in eV: 7.442 / 7.717
Multiplicity: 2
Net charge: -1

Löwdin atomic charge list, values in e, 4 entries: atom 1 (O): -0.053, atom 2 (C): -0.838, atom 3 (O): -0.094, atom 4 (O): -0.339